# 1
28
Properties=species:S:1:pos:R:3 method="wB97M-V/def2-TZVPD" multiplicity=3 homo_lumo_gap_ev="2.3 / 6.8" homo_ev="0.948 / -5.395" charge=-1 s2=2.01 fmax_ha_per_bohr=0.1266
F -0.8685 -3.0434 1.6343
F -2.2851 -1.4660 1.2587
O -0.4032 2.9052 1.3905
O -3.6576 1.4583 -1.4774
O -0.0114 1.3103 -0.2134
N -2.0237 2.3220 0.0016
N -1.7900 -1.5709 -1.6448
C 1.8310 -0.2692 -0.6937
C -1.2798 -2.5297 -0.6620
C 1.0220 -0.0390 1.5186
C -2.8248 1.8125 -0.7408
C -0.7291 2.1697 0.5042
C -1.0464 -1.9339 0.7665
C 2.4153 1.9445 0.1316
C 1.3374 0.8322 0.2893
H 0.6179 0.5790 2.2599
H 1.8865 2.8780 0.0515
H 3.0262 1.7811 -0.7119
H -2.1422 -3.2225 -0.7776
H 2.0266 -0.3737 1.7797
H 0.8904 -0.8884 -0.9621
H 2.3442 0.2144 -1.6179
H -2.6270 -1.0610 -1.4957
H 2.4947 -0.8108 -0.1933
H -1.0835 -0.8470 -1.5406
H 0.2419 -0.9460 1.1936
H 3.0716 1.8184 1.0824
H -0.4334 -3.0241 -1.1313



# 2
70
Properties=species:S:1:pos:R:3 method="wB97M-V/def2-TZVPD" homo_lumo_gap_ev=6.3 homo_ev=-4.570 charge=-1 fmax_ha_per_bohr=0.0749
I -1.9567 2.9316 0.3113
I -3.4686 3.3467 -2.8487
F -1.0021 -0.5225 -1.3396
O 5.0137 4.0942 -3.4778
O -0.0508 -2.2184 2.5743
O -0.6247 -6.0284 4.6358
O -1.6631 6.4865 -2.2125
O 0.4457 -8.4063 -1.8110
O -4.4134 0.9108 5.1214
O -2.1143 3.9077 3.2412
O -1.1891 -5.3042 2.1811
O 2.8656 -0.7928 3.0757
O 1.6027 3.1458 1.0566
O -5.4915 4.1025 1.5485
O -0.2379 -5.6544 -0.7821
O 2.9280 1.4194 0.6627
O -5.2835 3.5956 4.5644
O 2.2687 2.4737 -3.6965
O 3.3294 -4.2926 -1.4717
N 0.2344 1.4163 -1.1944
C 1.4675 2.2235 -1.2267
C 0.3110 0.0236 -1.5460
C 3.9125 1.0903 -2.2474
C -0.9813 2.0918 -1.4588
C -1.0048 1.6601 -3.9528
C 1.2500 -0.8295 -0.6168
C 1.0135 -2.3854 -0.7103
C -1.6134 2.2602 -2.6510
C 2.0723 2.2346 0.2558
B 2.5463 1.9095 -2.3803
H 4.4977 1.3155 -1.3209
H -0.4438 -5.7285 2.6226
H 1.1102 -0.5047 0.4517
H 2.3372 -0.6469 -0.8264
H 3.1144 -4.4708 -0.5485
H -1.4226 -6.3425 4.1927
H -2.2240 6.4580 -1.4285
H -0.6067 -2.2354 3.3627
H -0.8658 -6.0082 5.5684
H -5.6980 3.8975 2.4679
H 3.7271 -0.0032 -2.4096
H 4.1135 3.7832 -3.6440
H 1.1554 3.2975 -1.3916
H 0.5573 -0.2396 -2.6122
H 1.0486 -2.7780 0.3410
H -1.0345 -5.9661 -1.2265
H -4.3207 3.5809 4.5394
H -1.7973 1.7640 -4.7486
H -4.8628 1.2533 4.3380
H 2.0611 1.7013 -4.2577
H -1.1494 3.8822 3.1702
H -4.5257 4.0873 1.5075
H -0.4748 -5.6436 0.1548
H 0.1063 -2.7031 -1.2731
H 1.8906 -2.8610 -1.2365
H -0.1302 2.2473 -4.3360
H -2.2881 3.7019 4.1660
H -5.4968 3.3894 5.4813
H -0.8027 0.5599 -3.8855
H 4.5755 1.4164 -3.1050
H 1.9657 -1.0954 2.9066
H -4.9077 0.1154 5.3472
H 0.5566 -7.4565 -1.6587
H 4.2933 -4.2956 -1.4934
H 5.1666 4.7584 -4.1579
H -0.3295 -1.4199 2.1050
H 0.9494 -8.5756 -2.6142
H -0.9880 -4.3585 2.2417
H 3.0134 -0.1055 2.4076
H -1.9311 7.2938 -2.6648



# 3
41
Properties=species:S:1:pos:R:3 method="wB97M-V/def2-TZVPD" homo_lumo_gap_ev=7.4 e_above_lowest_ev=0.1237 homo_ev=-8.366 fmax_ha_per_bohr=0.0021
Re -1.2248 0.2891 -0.2645
Cl 4.4061 0.7561 1.4040
Cl 3.3458 -0.2988 -3.7506
Cl 5.3913 0.0150 -1.4406
Cl 0.3537 0.0546 -3.2497
Cl 1.4377 1.1392 1.9825
O -1.4130 -1.1537 -1.2126
O -3.5704 2.9976 -2.2240
O -1.6351 -2.3429 -1.6861
O -0.5156 3.9740 1.0408
O -1.0866 -0.9351 1.4482
O -1.1772 1.8314 0.9264
N -3.4409 0.3005 -0.0464
N -0.0028 -1.6691 1.7371
N -1.7397 1.8251 -1.4664
C 1.4240 0.1875 -1.8911
C 2.1913 -3.1494 2.4055
C -0.9966 3.0266 -1.1462
C 2.7863 0.0519 -2.1621
C 3.7106 0.2040 -1.1346
C -3.9275 0.7964 -1.3581
C 1.8892 0.6533 0.3766
C 0.5519 -2.4628 0.8066
C 0.9100 0.4357 -0.6056
C -0.8643 3.0400 0.3847
C 3.2592 0.5299 0.1383
C 1.6669 -3.2079 1.1243
C -3.0706 2.0002 -1.7458
C 1.5691 -2.3508 3.3520
C 0.4678 -1.6090 2.9905
H -3.7240 0.9247 0.7039
H 2.1059 -3.8309 0.3590
H -3.8053 -0.0068 -2.0857
H 1.9389 -2.2776 4.3639
H -4.9698 1.1064 -1.3340
H 0.0609 -2.4921 -0.1563
H -1.5025 3.9276 -1.4870
H -0.0693 -0.9369 3.6403
H 0.0100 3.0026 -1.5689
H -3.8096 -0.6214 0.1663
H 3.0689 -3.7244 2.6654



# 4
14
Properties=species:S:1:pos:R:3 method="wB97M-V/def2-TZVPD" homo_lumo_gap_ev=9.9 e_above_lowest_ev=4.2271 homo_ev=-9.306 fmax_ha_per_bohr=0.0900
S -0.8459 0.2200 -0.9561
O 1.1610 -1.2944 0.9955
N -1.3918 -0.3154 2.0065
N 1.6463 -0.2529 0.1457
N 1.4099 -0.3991 -2.1789
N -0.9410 1.2677 0.2965
C -1.1486 0.8338 1.5897
C 0.8666 -0.2789 -1.0150
H -1.4907 1.8063 2.2163
H -1.3017 -1.0397 1.2299
H 2.6532 -0.4369 -0.2736
H 0.8146 -0.3757 -3.0984
H -0.6971 2.2697 0.0822
H 0.8971 -0.8207 1.8401



Number 1: calculated total energy -847.4088 Eh. Number 2: calculated total energy -2345.6602 Eh. Number 3: calculated total energy -3573.0448 Eh. Number 4: calculated total energy -772.1429 Eh.